--- i ---
C2H4IN | ωB97M-V with the def2-TZVPD basis set

Element x y z (Å)
C1 -0.79006 -0.25697 0.17424
C2 -1.37103 -1.43318 0.16178
N1 1.74494 1.64941 -0.17201
I1 0.69023 0.27237 -1.33314
H1 -2.03261 -1.62953 0.99611
H2 -1.32306 -2.23092 -0.56774
H3 1.11961 2.42580 0.02671
H4 1.96198 1.20304 0.71405

## Properties
Gap between HOMO and LUMO = 7.41 eV
E_LUMO = -0.59 eV

--- ii ---
C2H4IN | ωB97M-V with the def2-TZVPD basis set

Element x y z (Å)
C1 -0.41329 0.26129 -0.00406
C2 0.61832 -0.70189 0.02436
N1 -0.04527 1.69460 -0.00160
I1 -2.42572 -0.33282 0.04939
H1 1.04050 -1.08411 -0.93001
H2 0.35771 -1.74156 0.40448
H3 1.66964 -0.45771 0.47798
H4 -0.80189 2.36221 -0.02055

## Properties
Structure (SMILES) = [H]/N=C(/C)I
Gap between HOMO and LUMO = 9.64 eV
E_LUMO = 0.13 eV

--- iii ---
C2H4IN | ωB97M-V with the def2-TZVPD basis set

Element x y z (Å)
C1 0.31100 -0.27660 -0.00945
C2 -0.29129 0.98394 0.21137
N1 1.27461 -0.88582 0.38795
I1 -1.31473 -1.94494 -1.93141
H1 0.45909 1.48742 0.79120
H2 -1.21506 0.94162 0.70252
H3 -0.54712 1.59727 -0.57412
H4 1.32350 -1.90289 0.42195

## Properties
Gap between HOMO and LUMO (spin up / spin down) = 7.07 / 7.08 eV
E_LUMO (spin up / spin down) = -1.31 / -1.31 eV

Energy above the most stable structure, in hartree: i 0.1079; ii 0.0074; iii 0.0000

--- i ---
C3H12NO2S | ωB97M-V with the def2-TZVPD basis set

Element x y z (Å)
C1 0.56173 0.85400 -2.03801
O1 1.22627 2.09743 -1.92783
C2 0.36937 0.31197 -0.62154
C3 0.24397 -1.19344 -0.52294
S1 -0.88327 -1.62212 0.82123
N1 -0.72708 1.06306 0.08135
H1 1.15080 0.15754 -2.61899
H2 -0.37441 1.08094 -2.57018
H3 1.68937 2.45781 -2.69044
H4 1.25735 0.57065 -0.02718
H5 1.23848 -1.63503 -0.44831
H6 -0.17500 -1.60729 -1.44340
H7 -5.82235 -1.14924 4.07356
H8 -6.43695 -1.42572 3.72046
H9 -1.56665 0.45341 0.10853
H10 -0.48471 1.14438 1.07850
H11 1.44676 0.13844 3.05888
H12 0.70316 -0.46321 1.83699
O2 1.28121 0.25342 2.12071

## Properties
Charge = +1
Gap between HOMO and LUMO = 4.37 eV
E_LUMO = -9.89 eV

--- ii ---
C3H12NO2S | ωB97M-V with the def2-TZVPD basis set

Element x y z (Å)
C1 0.67182 0.90352 2.12985
O1 0.54658 2.22572 2.75265
C2 0.15229 1.00259 0.62908
C3 -0.09854 -0.40250 -0.04799
S1 -0.50577 -0.38915 -1.79766
N1 1.29350 1.58991 -0.18003
H1 0.17453 0.05545 2.78846
H2 1.72122 0.52755 2.07422
H3 0.12768 2.26499 3.61228
H4 -0.80630 1.65286 0.54137
H5 -0.80740 -0.96903 0.63811
H6 0.93892 -0.82511 -0.04972
H7 -1.09788 -1.00771 -3.65473
H8 -1.01585 -0.80775 -4.35276
H9 0.93680 1.52969 -1.14937
H10 1.61867 2.50627 0.05505
H11 -1.16233 -4.05856 -1.44783
H12 -1.52775 -2.57327 -1.60297
O2 -1.16018 -3.22547 -0.93798

## Properties
Charge = +1
Gap between HOMO and LUMO = 5.11 eV
E_LUMO = -9.40 eV

Energy above the most stable structure, in hartree: i 0.0000; ii 0.0179

--- i ---
C5H9N3O | ωB97M-V with the def2-TZVPD basis set

Element x y z (Å)
C1 1.49760 -0.85019 -1.89120
C2 0.10245 1.06676 -1.05863
C3 -0.36725 1.98986 1.19091
C4 -0.59129 -0.35816 1.16751
C5 -1.63162 -1.16045 0.62323
H1 1.09213 -1.85448 -2.49852
H2 2.31201 -0.92256 -2.69524
H3 1.96626 -1.11620 -0.84903
H4 0.11492 2.13708 -1.36372
H5 -0.77924 1.59338 2.30310
H6 -1.64864 -2.06669 1.35069
H7 -1.15439 -1.64363 -0.35696
H8 -2.49045 -0.48985 0.34577
H9 1.07412 0.00177 2.12097
N1 0.61097 0.32178 -1.90945
N2 -0.15818 0.92947 0.45214
N3 0.05996 -0.71321 2.14157
O1 -0.00936 3.13531 0.92686

## Properties
Structure (SMILES) = [H]/N=C(/C)N(C=O)/C=N\C
Gap between HOMO and LUMO = 9.87 eV
E_LUMO = 0.52 eV

--- ii ---
C5H9N3O | ωB97M-V with the def2-TZVPD basis set

Element x y z (Å)
C1 0.08888 -0.71637 -1.45070
C2 0.57627 0.14224 -0.46048
C3 0.64066 2.26828 0.36735
C4 0.78860 1.69978 1.78026
C5 -0.04502 -0.19462 0.85208
H1 -0.99794 -3.61178 -0.64895
H2 -2.12869 -2.33608 -0.50420
H3 -0.89792 -2.42161 -2.35579
H4 0.20242 -0.48916 -2.54508
H5 1.35936 3.33190 0.42619
H6 -0.37802 2.47153 -0.04344
H7 0.28158 2.38961 2.44681
H8 1.89578 1.39507 2.08407
H9 -0.82067 -1.13490 0.59404
N1 -1.16165 -2.67356 -0.48977
N2 -0.52265 -1.96878 -1.45235
N3 -0.08241 0.54627 1.89937
O1 1.20143 1.30219 -0.49940

## Properties
Structure (SMILES) = NN/C=C1\C=NCCO1
Gap between HOMO and LUMO = 8.07 eV
E_LUMO = 0.61 eV

--- iii ---
C5H9N3O | ωB97M-V with the def2-TZVPD basis set

Element x y z (Å)
C1 2.44376 0.83422 -0.13353
C2 0.22004 -1.71795 0.64831
C3 -0.83222 -0.83682 -0.04473
C4 -0.98890 0.48092 0.77125
C5 -0.03361 0.22879 -0.55027
H1 2.42936 1.65530 -0.74807
H2 2.34183 1.15796 0.90317
H3 3.31096 0.11821 -0.18271
H4 0.07518 -2.63187 1.32301
H5 -1.96314 -1.82894 -1.27948
H6 -0.87534 0.54430 1.90260
H7 -1.80870 2.31282 0.23511
H8 -2.63593 0.42994 -0.90549
H9 -0.21254 0.77985 -1.42739
N1 1.40962 -0.17407 -0.45324
N2 1.40528 -1.32932 0.22968
N3 -2.27676 1.15422 0.33479
O1 -2.00889 -1.17757 -0.62303

## Properties
Gap between HOMO and LUMO = 8.34 eV
E_LUMO = 0.50 eV

--- iv ---
C5H9N3O | ωB97M-V with the def2-TZVPD basis set

Element x y z (Å)
C1 -0.26220 1.35679 0.54578
N1 -0.21923 0.21167 -0.32691
C2 -0.16767 -1.00058 -0.22981
C3 2.24014 -0.20049 -0.11362
N2 2.80480 -1.27344 -0.69729
C4 -2.51464 -0.48338 -0.45037
C5 -3.33098 0.25884 0.25237
N3 2.67698 0.85576 0.37246
O1 -0.06809 -2.15667 -0.37146
H1 3.81555 -1.37482 -0.73025
H2 2.25272 -2.09554 -0.87347
H3 3.68750 1.01379 0.45376
H4 -2.72780 -1.21942 -1.21714
H5 -0.69024 1.09959 1.51401
H6 0.77052 1.70392 0.67694
H7 -0.85894 2.12689 0.06279
H8 -2.99091 0.99056 0.98311
H9 -4.41752 0.18652 0.14909

## Properties
Gap between HOMO and LUMO (spin up / spin down) = 8.22 / 7.89 eV
E_LUMO (spin up / spin down) = 0.51 / 0.02 eV

Energy above the most stable structure, in hartree: i 0.0000; ii 0.0293; iii 0.0970; iv 0.0605

--- i ---
C5H9N3O | ωB97M-V with the def2-TZVPD basis set

Element x y z (Å)
C1 1.72300 -1.28242 -0.25409
C2 1.11346 -0.12045 0.44904
C3 -0.72508 1.48352 0.03503
C4 -0.37650 0.07841 0.21439
C5 -1.29524 -0.91730 0.11494
H1 1.17825 -2.22479 0.00631
H2 1.62965 -1.11744 -1.32607
H3 2.76870 -1.34300 -0.11214
H4 1.16314 -0.29835 1.52215
H5 1.87683 1.10822 -0.87047
H6 0.52250 3.22411 -0.00712
H7 -1.08442 -1.91670 0.39242
H8 -3.24273 -1.55440 0.05688
H9 -2.91756 0.22129 -0.17753
N1 1.65997 1.27891 0.14893
N2 0.48691 2.15875 -0.10080
N3 -2.62203 -0.72787 -0.09125
O1 -1.85884 1.94952 -0.00060

## Properties
Structure (SMILES) = C[C@H]1NNC(=O)/C1=C\N
Gap between HOMO and LUMO = 8.86 eV
E_LUMO = 0.85 eV

--- ii ---
C5H9N3O | ωB97M-V with the def2-TZVPD basis set

Element x y z (Å)
C1 -1.64077 -1.27861 1.11708
C2 2.50126 0.24445 -0.88270
N1 -1.20809 0.07577 0.69672
C3 0.30630 0.72065 0.30659
C4 -1.17803 0.53208 -0.71647
C5 1.25701 -0.31803 -0.25744
N2 0.78795 1.74168 0.90057
N3 -1.89357 -0.05778 -1.56192
O1 1.00535 -1.50061 -0.21078
H1 -1.55537 0.79709 1.32278
H2 0.10863 2.41518 1.24154
H3 -1.66328 0.24049 -2.50958
H4 -1.11638 -1.55781 2.03086
H5 -2.71792 -1.26744 1.28191
H6 -1.38669 -1.97947 0.33255
H7 2.22880 0.91178 -1.70308
H8 3.12909 -0.56924 -1.23918
H9 3.03570 0.84983 -0.14946

## Properties
Gap between HOMO and LUMO = 8.38 eV
E_LUMO = 0.35 eV

Energy above the most stable structure, in hartree: i 0.0000; ii 0.0988

--- i ---
C4H12NO | ωB97M-V with the def2-TZVPD basis set

Element x y z (Å)
C1 2.91939 0.71023 -0.48924
C2 1.95059 -0.28604 0.16032
C3 0.52747 0.24474 0.08283
C4 -1.66643 -0.48985 0.93732
N1 -0.38821 -0.40188 1.05118
H1 3.88177 0.21284 -0.60667
H2 3.07902 1.52624 0.21536
H3 2.59298 1.11259 -1.44577
H4 2.26774 -0.41251 1.19641
H5 1.96357 -1.23708 -0.37049
H6 0.13067 0.02309 -0.90436
H7 0.50353 1.30874 0.28959
H8 -2.07938 -0.64262 -0.05961
H9 -2.31658 -0.27646 1.77588
H10 -0.13542 -0.33877 2.03935
H11 -4.96141 -0.10298 -0.80147
H12 -4.21092 -0.67801 -1.96835
O1 -4.05837 -0.27226 -1.10226

## Properties
Charge = +1
Gap between HOMO and LUMO = 10.07 eV
E_LUMO = -5.25 eV

--- ii ---
C4H12NO | ωB97M-V with the def2-TZVPD basis set

Element x y z (Å)
C1 -0.61199 1.39188 2.57649
C2 -1.01154 0.22096 1.81925
C3 -1.19835 0.17544 0.44188
C4 -1.70480 -0.85202 -0.27956
N1 2.34732 0.05832 -3.25563
H1 -1.46592 1.68544 3.19764
H2 -0.31847 2.23125 1.95133
H3 -1.63154 -0.47295 2.39459
H4 0.19922 1.15196 3.27205
H5 -0.95231 1.06406 -0.13422
H6 -2.07733 -0.63738 -1.27456
H7 -2.00567 -1.79480 0.16916
H8 2.33880 -0.24220 -2.29462
H9 1.73207 0.83133 -3.45798
H10 3.28063 0.29967 -3.53217
H11 0.24549 -1.53685 -0.38087
H12 1.70796 -2.14541 -0.46992
O1 1.12643 -1.42872 -0.74286

## Properties
Charge = +1
Gap between HOMO and LUMO = 4.26 eV
E_LUMO = -7.62 eV

Energy above the most stable structure, in hartree: i 0.0000; ii 0.0840

--- i ---
C4H12NO | ωB97M-V with the def2-TZVPD basis set

Element x y z (Å)
O1 1.62051 -0.97222 0.89266
C1 2.27393 0.22817 1.25398
C2 1.11986 1.07745 2.01499
N1 0.01102 0.90716 1.12344
C3 -2.29421 -0.46485 -2.09724
C4 -1.02443 -0.92225 -1.56781
H1 0.71702 -0.51304 0.66686
H2 2.38669 0.69631 0.20420
H3 3.23156 0.01843 1.81029
H4 1.64854 2.07472 2.15310
H5 1.12627 0.57194 3.04866
H6 -2.34878 0.73183 -2.08569
H7 -0.71363 1.57471 1.27205
H8 -2.54319 -0.79262 -3.05444
H9 -3.09602 -0.95024 -1.50415
H10 -0.91137 -2.04500 -1.76510
H11 -1.00016 -0.86710 -0.43072
H12 -0.20360 -0.35342 -1.93510

## Properties
Charge = +1
Gap between HOMO and LUMO = 4.48 eV
E_LUMO = -9.89 eV

--- ii ---
C4H12NO | ωB97M-V with the def2-TZVPD basis set

Element x y z (Å)
C1 -1.24541 1.28558 0.30121
C2 -0.66524 -0.48262 -1.25523
C3 -0.38780 -0.83542 1.18146
C4 2.20687 -0.05760 -0.24510
N1 -0.39579 0.08868 0.05127
O1 1.17008 0.88636 -0.13984
H1 -0.80157 1.84723 1.07252
H2 -1.19040 1.95328 -0.48999
H3 -2.26064 1.04775 0.39225
H4 -1.77401 -0.64411 -1.20162
H5 -0.56879 0.29258 -1.94722
H6 -0.01699 -1.41264 -1.41652
H7 -0.54052 -1.85377 0.73274
H8 0.39032 -0.68074 1.85438
H9 -1.31781 -0.66564 1.68629
H10 2.43698 -0.58137 -1.19291
H11 1.98240 -0.75358 0.53206
H12 2.97831 0.56605 0.08426

## Properties
Charge = +1
Gap between HOMO and LUMO = 10.44 eV
E_LUMO = -5.23 eV

Energy above the most stable structure, in hartree: i 0.1349; ii 0.0000